No. 1
Computed, not measured: 2 unconnected molecules or ions with the total composition C8H12Br2N2 at a distorted geometry, with the ωB97M-V functional and the def2-TZVPD basis.

Last column: natural (NBO) charge in e.
Positions of all 24 atoms, in Å:
C -0.8256 1.3326 1.1284  -0.52
C -1.0649 1.5950 -0.2707  0.28
H 0.4451 0.0832 2.4628  0.22
N -1.3596 -1.4565 -0.0894  -0.24
H -1.2509 -1.1433 -1.9765  0.23
C -0.4350 -1.2541 -1.1298  -0.30
H -0.3211 1.1399 -2.3086  0.23
H -0.0129 -2.1816 -1.3047  0.22
H 1.5559 -1.1087 0.5862  0.21
N -2.0773 2.0367 -0.8564  -0.47
C 0.5875 -0.1935 -0.9108  -0.26
H -1.9209 -1.1627 1.8956  0.21
C -0.9722 -1.2673 1.2609  -0.30
C 0.0298 1.1363 -1.3351  -0.38
H 1.3264 -0.3148 -1.7459  0.22
H -0.2051 2.0510 1.6724  0.25
H -0.5008 -2.2365 1.6185  0.22
H 1.8537 0.5121 0.6841  0.22
H 0.8868 1.9115 -1.2946  0.20
Br 2.9662 3.2664 -0.0957  -0.02
C -0.0628 -0.0188 1.4940  -0.20
Br -3.6992 2.3506 -0.0120  0.14
C 1.0969 -0.2060 0.4598  -0.42
H -1.8224 1.3514 1.6851  0.24

Summary:
Total charge   0
Calculated total energy   -151550.92912 eV
Strongest force on any atom   0.09402 hartree/bohr
Kohn-Sham gap (spin up / spin down)   8.753 / 5.023 eV

***

No. 2
Computed, not measured: a single C22H22O8 molecule, with the ωB97M-V functional and the def2-TZVPD basis.

Last column: natural (NBO) charge in e.
Positions of all 52 atoms, in Å:
H 3.7260 1.4168 5.9708  0.20
C 0.4940 -2.7831 0.5003  -0.38
C 1.4245 -3.0745 3.4089  0.77
H -0.0100 -3.3221 1.2864  0.23
H -0.0477 -1.2359 4.2964  0.21
O -2.9026 -0.5677 -3.2323  -0.47
H -3.6505 4.4694 -7.0777  0.17
H 0.8105 2.2618 6.4153  0.19
C -3.0671 0.8376 -5.1342  -0.25
C 0.2819 -1.4610 -1.5297  -0.26
C -2.5848 4.6391 -6.8915  -0.25
O 1.1680 0.3118 6.2110  -0.53
H 0.9068 0.0707 3.5292  0.19
C 1.7320 -0.6874 5.4037  -0.09
O -0.0820 -0.2736 -3.5492  -0.56
C -1.9846 -1.0254 -2.3350  0.11
H 3.1451 3.0447 6.3206  0.22
O -1.6357 -2.3338 -0.3646  -0.44
C -0.2975 -2.1805 -0.4799  0.42
H -3.4621 -0.0056 -5.6785  0.22
C -2.0471 2.9738 -3.7095  -0.23
C 2.2294 -3.9212 2.4217  -0.17
O -2.2509 4.4068 -5.5453  -0.49
H -1.8911 1.6228 -2.0639  0.22
H 1.5282 1.8377 4.8459  0.16
H 3.1064 -4.3060 2.9526  0.23
C 1.6796 -1.3618 -1.5773  -0.12
C -2.6824 0.6669 -3.8145  0.28
C -0.5408 -0.8466 -2.5756  0.48
H 2.9882 1.7681 7.5363  0.21
O 0.7011 -3.5479 4.2425  -0.59
H -2.3510 5.6866 -7.0764  0.20
H 2.7853 -0.4828 5.1737  0.17
H -1.6506 3.8198 -3.1711  0.22
C -2.4242 -1.7440 -1.2789  0.14
H -3.2449 2.1718 -6.7772  0.21
C 0.9604 -0.8679 4.0840  -0.10
H 1.6694 -1.6146 5.9803  0.20
H 1.6137 -4.7755 2.1115  0.21
C -2.4230 3.1510 -5.0415  0.27
C 2.4610 -1.9446 -0.6175  -0.27
C -2.1810 1.7477 -3.0974  -0.25
C 1.5651 1.6416 5.9251  -0.06
H -1.9933 4.0123 -7.5666  0.18
H 2.1118 -0.8075 -2.3961  0.24
O 1.6384 -1.7768 3.2216  -0.50
O 2.7386 -3.2092 1.3250  -0.47
C -2.9416 2.0717 -5.7472  -0.24
H -3.4740 -1.9259 -1.1017  0.21
H 3.5358 -1.8705 -0.6417  0.23
C 1.8711 -2.6644 0.4365  0.35
C 2.9481 1.9873 6.4727  -0.64

Summary:
Total charge   0
Calculated total energy   -39549.22157 eV
Strongest force on any atom   0.01783 hartree/bohr
Kohn-Sham gap   8.070 eV
SMILES   CCOCCOC(=O)COc1ccc2c(=O)c(Oc3ccc(OC)cc3)coc2c1

***

No. 3
Computed, not measured: a single C4H9NO molecule at a distorted geometry, with the ωB97M-V functional and the def2-TZVPD basis.

Last column: natural (NBO) charge in e.
Positions of all 15 atoms, in Å:
C -0.8754 -0.7826 0.2103  -0.13
C -1.8832 0.0235 -0.5765  -0.64
H 1.6521 0.6015 -1.8046  0.20
H 2.5938 1.0479 -0.3965  0.21
O -0.3979 0.7318 1.9281  -0.66
C 1.8969 0.2721 -0.7853  -0.41
H 1.3761 1.5731 1.4536  0.12
N 0.6898 0.1057 0.1063  -0.48
H -2.1954 0.9235 -0.0346  0.23
H -0.5318 -1.6905 -0.2432  0.18
H -1.3277 -1.0504 1.1976  0.25
H 2.5028 -0.6393 -0.8645  0.20
H -2.7882 -0.5663 -0.7849  0.22
H -1.4318 0.3120 -1.5224  0.21
C 0.5824 0.8503 1.2066  0.50

Summary:
Total charge   0
Calculated total energy   -7829.55859 eV
Strongest force on any atom   0.03353 hartree/bohr
Kohn-Sham gap   10.029 eV
SMILES   CCN(C)C=O

***

No. 4
Computed, not measured: a molecular structure, C29H33Cl2O3S at a distorted geometry, with the ωB97M-V functional and the def2-TZVPD basis.

Last column: natural (NBO) charge in e.
Positions of all 68 atoms, in Å:
H -0.5954 -4.7748 2.6522  0.20
H -3.5164 2.7492 5.2037  0.20
C 3.3027 -1.1393 3.7090  -0.19
C -3.2588 -4.2568 2.8064  -0.61
C -2.7601 -1.1772 2.6737  0.52
H 4.5294 6.0614 -1.3710  0.23
C 2.0286 3.6864 -1.2785  -0.25
H 1.7460 -2.0424 0.8365  0.22
C -0.0386 -0.5176 2.7038  -0.21
H -0.3271 -4.1289 1.0018  0.21
H -0.6563 1.3558 3.6845  0.20
C -1.0682 -4.5487 1.6913  -0.60
C -2.9056 -3.3909 0.5175  -0.61
C 1.8142 3.5822 -2.6593  -0.19
H 2.3759 1.1508 0.9587  0.20
H -2.2109 2.8041 4.0070  0.21
C 1.2950 -0.0050 2.2918  -0.10
H 5.9652 -4.3158 2.1471  0.21
H 3.2980 -0.3996 4.5107  0.21
C -2.2371 -3.5870 1.8832  -0.07
C 2.3913 -1.0312 2.6134  -0.07
S 0.8734 2.7361 -0.0904  2.07
H 1.0016 2.9674 -3.0542  0.25
C 3.4070 -3.0818 1.7099  -0.23
C 3.7808 5.3451 -1.7194  -0.24
H -5.0701 0.9913 5.3234  0.19
H -4.1548 -3.6404 2.9110  0.24
H 5.5626 -4.5976 3.8606  0.21
O -0.2979 2.5181 -0.9249  -0.94
C -3.3997 0.9960 3.9249  -0.08
C 4.1957 -2.2291 3.7998  -0.23
C -2.3236 0.0567 3.3443  -0.15
C -4.2363 1.5891 2.7787  -0.61
H -3.8306 -0.2274 5.6869  0.20
O -3.9628 -1.3799 2.3681  -0.73
H 3.4685 -3.7858 0.8820  0.20
H -4.9930 2.2930 3.1586  0.18
H -3.5753 2.1222 2.0849  0.21
H 0.3410 -2.6629 2.5108  0.21
C -0.4373 -1.8880 2.5599  -0.17
O 0.7670 3.5845 1.0814  -0.96
Cl 4.6749 5.9537 -4.2374  0.00
H -4.7348 0.7790 2.2363  0.25
H -3.7850 -2.7498 0.6244  0.25
C 1.3672 1.0551 0.5977  -0.61
H -3.5544 -5.2202 2.3760  0.18
H 3.0397 4.8694 0.2567  0.24
H 4.8791 -2.3317 4.6584  0.20
C 2.4611 -2.0643 1.6641  -0.15
H -2.8323 -4.4460 3.7954  0.20
C -2.7552 2.1456 4.6924  -0.60
H 4.6146 -5.3503 2.5909  0.22
C -0.9896 0.3832 3.2790  -0.11
H 2.4890 4.1563 -4.6485  0.23
H -4.9565 -0.4861 4.3316  0.24
C 3.6334 5.1512 -3.1057  -0.04
H -2.0628 1.7648 5.4514  0.20
H -2.2071 -2.9150 -0.1812  0.20
C 4.2489 -3.2234 2.8080  -0.04
C 2.9484 4.6470 -0.8124  -0.19
H 1.4996 1.0327 2.6461  0.22
H -3.2217 -4.3562 0.1027  0.18
C 5.1460 -4.4315 2.8665  -0.63
C 2.6375 4.2758 -3.5721  -0.24
Cl 1.0781 -0.0553 -0.6186  0.01
H -1.4360 -5.4913 1.2653  0.20
C -4.3723 0.2669 4.8723  -0.61
C -1.7698 -2.2137 2.4055  -0.14

Summary:
Total charge   -1
Calculated total energy   -72629.21126 eV
Strongest force on any atom   0.08538 hartree/bohr
Kohn-Sham gap   5.377 eV